1.
A structure of composition C20H52N4O9V at a distorted geometry. Source: the Open Molecules 2025 dataset; level of theory: the ωB97M-V functional and the def2-TZVPD basis.

Structure (XYZ):
```
86
C20H52N4O9V the ωB97M-V functional and the def2-TZVPD basis
O -16.4060 -6.6872 -6.9410
V -16.4430 -5.9887 -8.3140
O -15.3763 -6.6432 -9.3001
O -15.7727 -3.8657 -8.0634
C -16.5897 -3.1149 -8.9255
C -18.0263 -3.6496 -9.1391
O -18.2493 -5.0386 -9.0516
H -16.1317 -3.0530 -9.9258
H -16.6603 -2.0717 -8.5912
H -18.5119 -3.2800 -10.0549
H -18.6757 -3.1821 -8.3758
C -15.9268 -9.1537 -11.1880
O -17.1682 -9.2780 -11.8485
C -17.9052 -10.4417 -11.5148
C -19.2066 -10.3509 -12.3129
N -18.9649 -10.7357 -13.7080
C -20.2532 -10.8800 -14.3826
C -20.0770 -10.9542 -15.8950
O -19.2537 -9.8767 -16.3373
C -19.9625 -8.6671 -16.4317
H -15.2789 -10.0069 -11.4410
H -16.0475 -9.2850 -10.1069
H -15.4723 -8.1979 -11.4189
H -18.1208 -10.4842 -10.4408
H -17.3167 -11.3308 -11.7615
H -19.5553 -9.3137 -12.3040
H -19.9096 -11.0226 -11.8172
H -18.5385 -9.9288 -14.1536
H -20.9527 -10.0558 -14.1674
H -20.7935 -11.7634 -14.0302
H -21.0333 -10.9597 -16.4226
H -19.5610 -11.8931 -16.0960
H -19.3511 -7.8699 -16.8539
H -20.3087 -8.2862 -15.4658
H -20.8246 -8.7566 -17.1024
C -20.1969 -8.8167 -8.4379
C -18.7564 -8.5163 -7.9643
C -18.0475 -9.7736 -7.4818
O -18.7944 -10.2713 -6.3908
C -18.1636 -11.3620 -5.7440
N -18.0221 -7.8303 -9.0185
H -20.2571 -9.7256 -9.0501
H -20.5838 -7.9823 -9.0235
H -20.9330 -9.0532 -7.6654
H -18.8268 -7.8410 -7.1113
H -17.0837 -9.4072 -7.1049
H -17.8904 -10.5274 -8.2596
H -18.1058 -12.1649 -6.4921
H -18.8120 -11.7397 -4.9568
H -17.1683 -11.0637 -5.4072
H -17.9317 -8.4118 -9.8485
H -18.6288 -7.1001 -9.4021
C -16.9303 -8.0515 -3.9383
C -18.1736 -7.3316 -3.4144
C -18.5794 -6.1673 -4.3279
O -17.5582 -5.2042 -4.2490
C -17.8597 -4.0377 -4.9715
N -19.3016 -8.2830 -3.3860
H -17.0822 -8.3090 -4.9862
H -16.6475 -8.8995 -3.3123
H -16.0624 -7.3853 -3.9574
H -18.0236 -6.9841 -2.3901
H -19.5616 -5.7924 -4.0199
H -18.6856 -6.5011 -5.3673
H -17.1382 -3.2212 -4.9399
H -18.7966 -3.6020 -4.5957
H -17.9632 -4.2906 -6.0361
H -19.1989 -8.8357 -4.2334
H -19.2284 -8.8756 -2.5710
C -13.8667 -5.2324 -4.7758
C -13.6309 -3.7224 -4.6275
C -12.4133 -3.4468 -3.7652
O -12.8176 -3.5984 -2.4081
C -11.6879 -3.4452 -1.5501
N -13.5168 -3.1053 -5.9780
H -14.7249 -5.4627 -5.3951
H -14.0704 -5.6216 -3.7731
H -12.9523 -5.7380 -5.0897
H -14.5117 -3.2055 -4.2372
H -12.0900 -2.4046 -3.8955
H -11.5578 -4.0940 -3.9902
H -11.1366 -2.5218 -1.7286
H -11.0454 -4.3101 -1.7440
H -12.0258 -3.5432 -0.5213
H -13.8713 -2.1603 -5.8965
H -14.1362 -3.5684 -6.6426
```

Its max |F| is 0.1033 Eh/bohr. For the highest occupied orbital energy, the calculation gives -4.917 eV. As for the total energy: -71658.208 eV. Its spin multiplicity is 1. Its energy relative to the best compared isomer or geometry (same formula, charge and spin) is 0.0 kJ/mol. The value obtained for the frontier orbital gap is 7.3 eV. As for the net charge: -1.

Löwdin atomic charge list, values in e, 6 entries: -0.3594 0.8941 -0.4016 -0.3384 -0.3675 -0.3691

2.
A structure of composition C39H32F3O3P2Sc at a distorted geometry. Source: the Open Molecules 2025 dataset; level of theory: the ωB97M-V functional and the def2-TZVPD basis.

Structure (XYZ):
```
80
C39H32F3O3P2Sc the ωB97M-V functional and the def2-TZVPD basis
Sc 0.5243 -0.1633 0.7361
P -0.4992 -2.6212 -0.1700
C -1.5834 0.1266 1.2748
O -0.8909 0.2615 2.3521
P -0.0618 2.5279 -0.2464
C -0.3597 -3.5925 1.3429
C 0.7827 -3.4382 -1.1809
C -2.0597 -3.1603 -0.9236
C -1.6533 3.3555 -0.5477
C 0.6624 3.4977 1.0672
C 0.9041 3.1669 -1.6649
C -1.4633 -4.2620 1.9177
C -1.3546 -4.8110 3.2007
C -0.1861 -4.6858 3.9116
C 0.9116 -3.9991 3.3796
C 0.8113 -3.4663 2.0840
H -2.3936 -4.3240 1.3635
H -2.2296 -5.3244 3.6323
H -0.1122 -5.0987 4.9173
H 1.8174 -3.8688 3.9438
H 1.6615 -2.9166 1.6751
C -3.2378 -2.5841 -0.4390
C -4.4851 -2.9139 -0.9855
C -4.5581 -3.8202 -2.0521
C -3.3836 -4.3659 -2.5691
C -2.1402 -4.0338 -2.0215
H -3.1842 -1.8567 0.3638
H -5.3882 -2.4664 -0.5704
H -5.5282 -4.0666 -2.5005
H -3.4380 -5.0602 -3.4118
H -1.2369 -4.4573 -2.4438
C 1.2997 -4.7157 -0.9127
C 2.3610 -5.2256 -1.6740
C 2.8968 -4.4737 -2.7165
C 2.3705 -3.2141 -3.0107
C 1.3220 -2.6918 -2.2466
H 0.8828 -5.2977 -0.0900
H 2.7557 -6.2127 -1.4464
H 3.7262 -4.8719 -3.2953
H 2.7653 -2.6261 -3.8412
H 0.9351 -1.6830 -2.4513
C 2.0621 3.5725 1.1664
C 2.6623 4.1338 2.2954
C 1.8782 4.5442 3.3639
C 0.4881 4.3901 3.3246
C -0.1107 3.8443 2.1785
H 2.6911 3.1533 0.3951
H 3.7506 4.2080 2.3430
H 2.3453 4.9436 4.2699
H -0.1235 4.6537 4.1876
H -1.1796 3.6552 2.1780
C -2.7914 2.7233 -0.0644
C -4.0451 3.3191 -0.1374
C -4.1479 4.5877 -0.7013
C -3.0355 5.2419 -1.1993
C -1.7923 4.6224 -1.1318
H -2.6280 1.7428 0.3687
H -4.9386 2.8286 0.2444
H -5.1057 5.0684 -0.7463
H -3.1494 6.2394 -1.6285
H -0.9176 5.1267 -1.5062
C 1.4460 4.4572 -1.7397
C 2.2697 4.8338 -2.8080
C 2.5722 3.8861 -3.7841
C 2.0558 2.5932 -3.7220
C 1.2208 2.2289 -2.6647
H 1.2252 5.1738 -0.9396
H 2.6745 5.8437 -2.8717
H 3.2397 4.1561 -4.5875
H 2.3182 1.8558 -4.4851
H 0.8164 1.2079 -2.5679
H -2.6721 -0.0009 1.4523
H -1.3643 0.0905 -0.2668
F 3.2472 -1.3499 3.2098
C 3.4263 -0.0394 2.8941
F 2.3955 0.6311 3.4500
F 4.5473 0.3492 3.5650
C 3.5750 0.2507 1.3084
O 4.4976 1.0130 1.0947
O 2.6341 -0.3467 0.5121
```

Its max |F| is 0.1095 Eh/bohr. For the highest occupied orbital energy (spin up / spin down), the calculation gives -14.228 / -14.228 eV. As for the total energy: -94518.848 eV. Its spin multiplicity is 1. Its energy relative to the best compared isomer or geometry (same formula, charge and spin) is 342.5 kJ/mol. The value obtained for the frontier orbital gap (spin up / spin down) is 5.5 / 5.5 eV. As for the net charge: +2.

Löwdin atomic charge list, values in e, 6 entries: 1.0076 1.0602 -0.2201 -0.0233 1.0824 -0.3959